Entry 1:
Density functional theory data (ωB97M-V/def2-TZVPD) for a 5-piece molecular cluster, C34H29ClNO10 overall.

## Properties
DFT total energy	-70203.0135	eV
relative energy (zero: lowest compared OMol25 entry of this formula, charge and spin)	0.000	eV
net charge	+1
frontier orbital gap	0.273	hartree
LUMO	-4.52	eV

Each line ends with the Mulliken charge.
Cartesian coordinates (Å):
Cl (0.1198, -0.1806, 1.3120)  -0.07
O (-0.1326, -4.0829, -3.0064)  -0.51
O (-0.9327, 1.4008, -2.0223)  -0.50
O (6.5683, 0.5858, 1.3017)  -0.36
O (5.8960, -0.5994, 3.0722)  -0.43
O (-3.0497, -2.5530, 6.7061)  -0.52
O (0.5124, -1.9161, -5.8876)  -0.54
O (-5.3759, 2.7209, -2.3973)  -0.54
O (-1.1556, -3.7330, 1.9062)  -0.54
O (-4.2172, -6.8908, -4.8672)  -0.52
O (-3.4292, 5.0833, 1.9249)  -0.55
N (1.1947, 1.1122, 1.5640)  0.22
C (-1.0699, -4.7287, -3.4342)  0.47
C (-3.5662, 2.9672, -0.9170)  -0.24
C (2.7123, 2.2846, 2.9294)  -0.50
C (-1.5944, -3.4776, 3.0095)  0.47
C (5.2703, 4.1358, 1.4735)  -0.61
C (-3.0799, 3.5627, 0.1669)  -0.39
C (3.8907, 4.3328, 2.1300)  -1.36
C (0.1954, -0.5549, -2.6341)  0.09
C (-5.7402, 4.2485, -0.6394)  -0.41
C (-3.3810, -4.7799, -4.2515)  -0.41
C (-1.7472, -1.8814, 4.8672)  -0.35
C (-2.3539, -4.0758, -3.7850)  -0.26
C (0.1782, -1.1576, -5.0080)  0.35
C (-1.2734, -2.1880, 3.6636)  0.57
C (6.0015, 2.8446, 1.8446)  -0.65
C (6.0137, -0.5040, 1.8984)  0.11
C (-0.6498, 0.0462, -5.2967)  -0.55
C (1.3383, 1.9998, 0.5605)  -0.51
C (-1.9954, -6.9019, -4.0894)  -0.38
C (-5.2497, 4.8430, 0.4460)  -0.43
C (2.2110, 3.0528, 0.7263)  -0.48
C (-2.6205, -2.8298, 5.6103)  0.27
C (-0.9697, -6.1946, -3.6231)  -0.40
C (0.5761, -1.3936, -3.5934)  -0.42
C (-0.6153, 0.6380, -2.9239)  0.59
C (-1.0177, 0.8806, -4.3265)  -0.40
C (2.9247, 3.2172, 1.9098)  0.71
C (5.5580, 1.6058, 1.0830)  0.03
C (1.8515, 1.2270, 2.7303)  -0.38
C (-2.4633, -4.4241, 3.7463)  -0.42
C (-3.8803, 4.5463, 0.9354)  0.30
C (-2.9396, -4.1235, 4.9527)  -0.37
C (-3.2832, -6.2510, -4.4416)  0.29
C (-4.9364, 3.2637, -1.4074)  0.33
H (-1.9439, -7.9733, -4.2344)  0.41
H (5.4362, 1.7753, 0.0155)  0.29
H (-0.0225, -6.6484, -3.3613)  0.42
H (1.1747, -2.2688, -3.3986)  0.35
H (3.2143, 2.3599, 3.8812)  0.46
H (-2.6846, -5.3603, 3.2503)  0.42
H (3.4423, 5.2459, 1.7359)  0.42
H (-1.5269, -0.9437, 5.3626)  0.43
H (-2.4050, -3.0036, -3.6394)  0.48
H (5.6677, -1.3000, 1.2271)  0.43
H (-5.8177, 5.5638, 1.0200)  0.42
H (-2.9920, 2.2474, -1.4849)  0.56
H (-0.9290, 0.2007, -6.3311)  0.45
H (1.6874, 0.4761, 3.4859)  0.50
H (5.8822, 4.9570, 1.8422)  0.35
H (-6.7361, 4.4507, -1.0122)  0.43
H (-3.5768, -4.7983, 5.5095)  0.42
H (4.0249, 4.4786, 3.1997)  0.42
H (4.6407, 1.2277, 1.5321)  -0.01
H (7.0514, 2.9903, 1.5936)  0.45
H (-0.6339, -1.5266, 3.0898)  -0.25
H (5.2368, 4.2769, 0.3938)  0.40
H (2.3365, 3.7488, -0.0895)  0.53
H (5.9787, 2.6749, 2.9205)  0.14
H (-2.0832, 3.3608, 0.5397)  0.52
H (0.4696, -0.6957, -1.5961)  0.17
H (-1.6163, 1.7635, -4.5130)  0.48
H (0.7593, 1.8672, -0.3442)  0.70
H (-4.3275, -4.3244, -4.5134)  0.42

Cartesian forces (eV/Å) of the 3 atoms listed first:
Cl 0.2 0.1 -0.1
O -0.1 -0.1 0.0
O 0.2 0.1 0.0

Entry 2:
Density functional theory data (ωB97M-V/def2-TZVPD) for one molecule with the formula C5H14N2O.

## Properties
DFT total energy	-10437.1095	eV
relative energy (zero: lowest compared OMol25 entry of this formula, charge and spin)	3.918	eV
net charge	0
frontier orbital gap	0.347	hartree
LUMO	0.87	eV

Each line ends with the natural charge from an NBO analysis.
Cartesian coordinates (Å):
O (1.1016, -1.5583, 1.3652)  -0.69
N (-0.8483, 1.0927, -1.9803)  -0.84
N (0.3049, -1.2230, 0.2084)  -0.16
C (-0.2426, 0.3003, 0.3978)  0.13
C (1.1726, -1.5404, -0.9190)  -0.43
C (-0.9720, 0.3336, 1.7519)  -0.62
C (0.8701, 1.3517, 0.3819)  -0.65
C (-1.2825, 0.4781, -0.7236)  -0.25
H (1.4540, -2.6004, -0.9008)  0.22
H (-0.2873, 0.1864, 2.5935)  0.22
H (-1.5619, 0.9392, -2.6892)  0.36
H (0.9818, -2.2259, 2.0580)  0.50
H (-2.1582, 1.0314, -0.3693)  0.20
H (1.5641, 1.2056, 1.2154)  0.22
H (2.1004, -0.9563, -0.9253)  0.18
H (-0.0070, 0.6368, -2.3213)  0.35
H (-1.4533, 1.3059, 1.9141)  0.21
H (0.4460, 2.3608, 0.4539)  0.22
H (0.6574, -1.3950, -1.8720)  0.20
H (-1.5503, -0.6099, -0.8990)  0.19
H (-1.7448, -0.4407, 1.8018)  0.22
H (1.4553, 1.3272, -0.5418)  0.21

Cartesian forces (eV/Å) of the 3 atoms listed first:
O 2.3 1.9 0.0
N 0.4 0.1 0.1
N -1.5 0.1 1.4

Entry 3:
Density functional theory data (ωB97M-V/def2-TZVPD) for C5H7NO as an isolated structure.

## Properties
DFT total energy	-8830.8131	eV
relative energy (zero: lowest compared OMol25 entry of this formula, charge and spin)	5.390	eV
net charge	0
frontier orbital gap	0.345	hartree
LUMO	0.30	eV

Each line ends with the natural charge from an NBO analysis.
Cartesian coordinates (Å):
O (-1.0713, -0.1110, -0.1416)  -0.49
N (0.8330, -0.7099, 1.1800)  -0.45
C (0.2773, -0.1845, 0.1944)  0.55
C (0.0158, -1.3216, 2.2146)  -0.44
C (-0.7927, 0.5166, -1.3924)  -0.06
C (0.5807, 1.9854, -1.0235)  -0.12
C (0.7569, 0.5469, -1.0362)  -0.40
H (-1.2929, 1.4928, -1.4679)  0.24
H (0.4506, -2.2884, 2.4862)  0.20
H (1.4356, 0.0274, -1.7181)  0.23
H (0.0464, -0.6879, 3.1076)  0.21
H (0.8052, 2.3031, -2.0651)  0.12
H (-1.0330, -1.4698, 1.9288)  0.19
H (-1.0115, -0.0991, -2.2670)  0.21

Cartesian forces (eV/Å) of the 3 atoms listed first:
O -0.1 0.0 0.1
N -0.2 0.3 -0.5
C 0.4 -0.2 0.5

Entry 4:
Density functional theory data (ωB97M-V/def2-TZVPD) for C6H12O as an isolated structure.

## Properties
DFT total energy	-8460.0302	eV
relative energy (zero: lowest compared OMol25 entry of this formula, charge and spin)	4.324	eV
net charge	0
frontier orbital gap	0.342	hartree
LUMO	0.54	eV

Each line ends with the natural charge from an NBO analysis.
Cartesian coordinates (Å):
O (-0.6911, -1.8213, 0.2773)  -0.68
C (-2.3577, 0.0985, 0.1268)  -0.85
C (-0.3417, 0.9231, 0.5605)  -0.22
C (0.8023, 0.2769, 0.0514)  -0.17
C (1.5686, 0.8755, -1.1127)  -0.60
C (0.4878, -1.4271, -0.0997)  0.24
C (1.4580, -0.8338, 0.8406)  -0.45
H (2.5174, -0.9801, 0.6390)  0.22
H (0.8445, -1.7373, -1.0897)  0.17
H (2.1312, 0.1052, -1.6522)  0.21
H (-0.5601, 0.8673, 1.6224)  0.21
H (-1.3871, -0.8408, 0.3109)  0.40
H (-0.6425, 1.8539, 0.0830)  0.21
H (-2.4623, 0.3217, -0.9372)  0.21
H (2.2990, 1.6278, -0.7789)  0.21
H (-3.0750, -0.7090, 0.3642)  0.24
H (1.1764, -0.9094, 1.8897)  0.23
H (-2.6613, 0.9518, 0.7324)  0.21
H (0.8938, 1.3571, -1.8278)  0.22

Cartesian forces (eV/Å) of the 3 atoms listed first:
O 0.0 0.1 0.0
C -0.2 0.2 -0.1
C 0.2 0.0 0.1

Entry 5:
Density functional theory data (ωB97M-V/def2-TZVPD) for an isolated ion of composition CH5O3P2S and charge -1.

## Properties
DFT total energy	-36668.1801	eV
relative energy (zero: lowest compared OMol25 entry of this formula, charge and spin)	1.367	eV
net charge	-1
spin multiplicity	3
<S²>	2.01
frontier orbital gap (spin up / spin down)	0.148 / 0.190	hartree
LUMO (spin up / spin down)	4.09 / 0.09	eV

Each line ends with the Löwdin spin population.
Cartesian coordinates (Å):
S (-2.1479, -0.0819, 0.0333)  0.16
P (0.2443, 1.4977, 0.7052)  0.69
P (0.5331, -1.7386, 0.4268)  0.21
O (-2.7007, 0.4983, -1.2212)  0.08
O (-2.6767, -1.3970, 0.3775)  0.08
O (-2.0852, 0.9133, 1.1559)  0.23
C (-0.0730, -0.1592, -0.2000)  0.29
H (0.1639, -1.5531, 1.6860)  0.02
H (0.0646, -0.0958, -1.2472)  0.03
H (-0.7479, -2.3516, 0.4107)  0.04
H (-0.5516, 2.3874, -0.1105)  0.09
H (1.3866, 2.0444, 0.1460)  0.09

Cartesian forces (eV/Å) of the 3 atoms listed first:
S -0.2 0.4 -1.8
P -0.3 -2.1 -1.5
P 0.6 -0.4 -1.2

Q: Which of these has the lowest DFT total energy?
A: C34H29ClNO10